The following is a quantum chemistry calculation of a molecular structure, C18H14IrO3PSSe3Te, from the OMol25 dataset.

Geometry as XYZ:
```
42
Properties=species:S:1:pos:R:3
Ir -0.14 0.24 -0.16
O -0.32 -0.05 -2.31
S -0.33 -1.55 -2.17
O -1.14 -2.27 -3.08
O -0.64 -1.76 -0.71
C 1.35 -2.09 -2.35
C 1.59 -3.19 -3.16
C 2.88 -3.68 -3.27
C 3.92 -3.09 -2.57
C 3.67 -1.98 -1.77
C 2.39 -1.46 -1.65
P 2.11 0.06 -0.70
C 3.33 0.00 0.63
C 3.19 -1.01 1.59
C 4.13 -1.14 2.60
C 5.21 -0.27 2.67
C 5.36 0.72 1.71
C 4.43 0.85 0.68
C 2.53 1.43 -1.80
C 2.61 2.72 -1.29
C 2.86 3.79 -2.12
C 3.02 3.59 -3.49
C 2.94 2.30 -4.01
C 2.69 1.22 -3.17
H 0.77 -3.65 -3.68
H 3.07 -4.54 -3.90
H 4.92 -3.48 -2.65
H 4.49 -1.51 -1.23
H 2.38 -1.72 1.52
H 4.02 -1.93 3.34
H 5.93 -0.37 3.46
H 6.21 1.39 1.74
H 4.58 1.61 -0.08
H 2.49 2.89 -0.22
H 2.93 4.79 -1.71
H 3.22 4.42 -4.14
H 3.06 2.14 -5.07
H 2.62 0.23 -3.59
Se 0.00 -0.04 2.15
Se -0.16 2.15 2.83
Te -0.63 2.68 0.36
Se -2.54 1.23 -0.01
```

The value obtained for the HOMO energy (spin up / spin down) is -0.42941 / -0.43663 Eh. Its net charge is +1. The HOMO-LUMO gap (spin up / spin down) comes out at 7.3 / 6.2 eV. The expectation value of S² is 0.76. The value obtained for the relative energy (zero: lowest compared OMol25 entry of this formula, charge and spin) is 0.0 kJ/mol. Its multiplicity is 2.